Molecular formula: C35H35N2O3
Method: DFT, ωB97M-V/def2-TZVPD

The net charge is +1. For the energy above the lowest of the compared OMol25 structures with the same formula, charge and spin, the calculation gives 0.0 kcal/mol. As for the LUMO energy: -4.42 eV. As for the HOMO energy: -10.26 eV. The HOMO-LUMO gap is 5.833 eV. As for the spin multiplicity: 1.

```
75
C35H35N2O3 ωB97M-V/def2-TZVPD
C -6.84087 3.38417 4.56630
C -6.46690 2.03672 4.48500
C -5.12678 1.68341 4.32669
C -4.12258 2.67806 4.21859
C -2.73971 2.32571 3.99831
O -1.90840 3.39742 4.05597
C -0.54049 3.20896 4.03061
C 0.01006 1.92857 3.81713
C 1.42016 1.81255 3.93397
C 2.19008 2.91602 4.25463
C 1.60299 4.17490 4.46863
C 0.22434 4.32602 4.36581
C -0.87807 0.85565 3.62116
C -2.24650 1.06500 3.68661
C -4.50876 4.02909 4.36872
C -5.84633 4.37503 4.52831
H -7.89049 3.66180 4.66427
H -7.22606 1.25359 4.54959
H -4.81394 0.63944 4.31389
H 1.86305 0.83275 3.75322
H 3.27352 2.81118 4.35005
H 2.21963 5.02444 4.75063
H -0.26534 5.27016 4.59494
H -0.49111 -0.15906 3.61894
H -2.95177 0.25931 3.51415
H -3.75126 4.81344 4.37870
H -6.11684 5.42820 4.62857
H -0.83659 -1.32084 -3.54852
C 0.25800 -1.48991 -3.45885
C 0.50184 -2.33818 -2.18733
O -0.34333 -3.46337 -2.32619
C 0.27949 -1.63295 -0.84909
C -0.68055 -0.65615 -0.69351
C -0.90527 -0.11304 0.58348
N -0.20147 -0.47838 1.65062
C 0.75242 -1.43658 1.53393
C 1.03429 -2.07385 0.26989
C 2.04856 -3.06358 0.21665
C 2.83636 -3.34954 1.34971
O 3.94172 -4.13947 1.35071
C 4.42485 -4.72483 0.12313
C 2.49778 -2.76674 2.60344
C 1.48367 -1.84428 2.68456
C 0.76548 -2.12569 -4.76555
C 1.64907 -1.10654 -5.52303
C 2.88596 -0.85508 -4.63351
C 2.42516 -0.30972 -3.29560
N 0.89390 -0.18704 -3.19911
C 0.47861 0.76899 -4.24594
C 0.89371 0.26627 -5.63982
C -0.26472 0.17641 -6.60860
C -0.13929 -0.49286 -7.76623
H 1.56375 -2.64489 -2.25277
H -0.14376 -4.10337 -1.61637
H -1.25801 -0.29414 -1.53815
H -1.68359 0.63181 0.73030
H 2.24883 -3.59642 -0.71790
H 5.30993 -5.27760 0.45276
H 3.67996 -5.41449 -0.31156
H 4.70656 -3.95056 -0.61327
H 3.08766 -3.06130 3.47007
H 1.24036 -1.40303 3.64924
H 1.34793 -3.03141 -4.54632
H -0.10763 -2.42131 -5.35730
H 1.92907 -1.47646 -6.51169
H 3.43713 -1.79025 -4.49360
H 3.56042 -0.13805 -5.11414
H 2.79577 -0.91355 -2.45682
H 2.79607 0.71628 -3.16386
H -0.60255 0.94381 -4.16330
H 1.00435 1.70733 -4.02479
H 1.63302 0.99594 -6.01851
H -1.16290 0.75137 -6.33828
H -0.93110 -0.50823 -8.51380
H 0.79750 -0.99706 -8.01857
```

=====

Molecular formula: C35H35N6NbO3S
Method: DFT, ωB97M-V/def2-TZVPD

The net charge is +4. As for the LUMO energy: -13.85 eV. As for the HOMO energy: -17.64 eV. The HOMO-LUMO gap is 3.784 eV. As for the spin multiplicity: 1.

```
81
C35H35N6NbO3S ωB97M-V/def2-TZVPD
Nb -1.74010 0.13321 0.85643
C 0.02531 -1.47797 4.49830
C 0.96638 -0.48386 4.88324
C 0.94460 0.71307 4.18028
C -0.08634 0.98522 3.23074
N -1.02721 0.02905 2.94138
C -0.99593 -1.14788 3.64146
C -0.19163 2.12343 2.42551
C 0.77995 3.13579 2.27176
C 0.65604 4.05876 1.25563
C -0.37659 3.97919 0.33518
C -1.35932 2.97322 0.53510
N -1.27013 2.07351 1.55614
C -2.40660 2.64478 -0.37562
C -2.64331 3.32441 -1.59000
C -3.57922 2.80349 -2.49122
C -4.18328 1.55594 -2.22214
C -3.91806 0.95561 -1.02585
N -3.12692 1.47390 -0.02501
H -0.02738 -2.49592 4.95267
H 1.76946 -0.70211 5.57486
H 1.56476 1.60190 4.43814
H -1.79935 -1.86401 3.42370
H 1.59040 3.25347 2.98788
H 1.40595 4.78171 1.07414
H -0.49918 4.67766 -0.49476
H -2.12070 4.24905 -1.82054
H -3.79359 3.33729 -3.41509
H -4.89993 1.12268 -2.88331
H -4.54639 0.10312 -0.75131
O -4.91162 -2.27287 1.70138
C -3.76843 -1.90556 1.45875
O -3.30448 -0.67732 1.66331
C -2.67884 -2.76959 0.91243
C -2.87388 -4.12137 0.76647
C -1.84502 -4.95111 0.26358
C -0.61853 -4.35399 -0.07770
C -0.48235 -2.95087 0.01855
N -1.53217 -2.19383 0.43135
H -3.86514 -4.54876 0.97463
H -2.03208 -6.02720 0.08835
H 0.25608 -4.95120 -0.38725
H 0.40697 -2.46917 -0.33465
C -0.88962 2.08927 -6.87935
C -0.47058 1.84297 -5.43277
C 0.41738 2.61860 -4.69723
C 0.69579 2.29561 -3.32689
C 1.62298 3.20384 -2.61461
C 0.14605 1.13354 -2.68517
C 0.43046 0.84728 -1.35679
O -0.39748 0.25672 -0.51160
C -0.74399 0.30925 -3.48715
C -1.28924 -1.01551 -3.00730
C -1.03075 0.71639 -4.79209
H -0.46134 2.99876 -7.29513
H -1.97082 2.05700 -6.99058
H -0.50289 1.22903 -7.47649
H 0.90659 3.51436 -5.04449
H 2.21585 3.77816 -3.35454
H 2.23650 2.58859 -1.91807
H 1.07122 3.95956 -2.07798
H 1.32651 1.21249 -0.86463
H -1.64250 -1.51040 -3.93063
H -2.12709 -0.85355 -2.29121
H -0.49603 -1.67967 -2.63763
H -1.78890 0.12081 -5.33512
C 4.70981 -0.45588 3.49210
N 4.30622 -1.79195 3.07151
C 4.86506 -3.00177 3.54782
C 4.42060 -4.10602 2.57025
N 3.51247 -3.34940 1.69551
C 3.41356 -2.02848 2.03772
S 2.39786 -0.91117 1.25313
H 5.80903 -0.43288 3.31973
H 4.55430 -0.31220 4.59549
H 4.17214 0.32835 2.91624
H 4.54260 -3.22106 4.57614
H 5.94770 -2.90638 3.52807
H 3.85381 -4.89608 3.05350
H 5.26127 -4.62248 2.05504
H 3.11326 -3.73056 0.84836
```

=====

Molecular formula: C35H35NO7PS2Ti
Method: DFT, ωB97M-V/def2-TZVPD

As for the LUMO energy (alpha / beta): 0.16 / 0.19 eV. As for the HOMO energy (alpha / beta): -7.91 / -8.01 eV. The HOMO-LUMO gap (alpha / beta) is 8.072 / 8.193 eV. As for the spin multiplicity: 2.

```
82
C35H35NO7PS2Ti ωB97M-V/def2-TZVPD
Ti 1.01455 -0.52552 -0.44214
C 0.01825 3.99822 1.03572
C -1.46258 3.93496 0.78654
C -2.19171 5.11437 0.66870
C -3.56593 5.10928 0.49978
C -4.24732 3.90376 0.45513
C -3.54173 2.71488 0.56033
C -2.15057 2.70982 0.71368
P -1.19272 1.14597 0.81695
C -2.49750 -0.14012 0.64568
C -2.94893 -0.22445 -0.67747
C -3.95995 -1.09051 -1.05322
C -4.51154 -1.93426 -0.10095
C -4.04571 -1.89042 1.20341
C -3.05426 -0.99600 1.61034
C -2.64181 -0.99697 3.06027
C -0.58330 1.20006 2.52721
C -1.10959 2.04308 3.50690
C -0.52965 2.10731 4.76010
C 0.59318 1.33211 5.03490
C 1.11575 0.49928 4.06049
C 0.53738 0.41446 2.78954
C 1.07847 -0.55434 1.77162
H 0.43388 4.94049 0.68057
H 0.54693 3.19661 0.52258
H 0.23314 3.90824 2.10271
H -1.66198 6.06026 0.71157
H -4.10266 6.04509 0.40869
H -5.32330 3.88620 0.33533
H -4.07768 1.77844 0.52704
H -2.49728 0.42255 -1.42148
H -4.30201 -1.11281 -2.08048
H -5.29801 -2.62861 -0.37139
H -4.47727 -2.55632 1.94379
H -3.20260 -1.75545 3.60762
H -2.82787 -0.03161 3.52922
H -1.57657 -1.20442 3.17864
H -1.97385 2.65706 3.27815
H -0.93939 2.76343 5.51807
H 1.06289 1.38255 6.01004
H 1.99164 -0.10302 4.27634
H 0.82281 -1.56288 2.10710
H 2.17793 -0.53233 1.82823
O -0.42184 -1.46910 -1.75212
C -0.47187 -2.87734 -2.04432
C -1.15357 -3.60309 -0.90737
C -0.49482 -3.33607 0.44949
C 0.98506 -3.59249 0.44309
C 1.50386 -4.84616 0.72939
C 2.86995 -5.04984 0.68446
C 3.68795 -3.98137 0.36877
C 3.10589 -2.75898 0.10177
N 1.78439 -2.56830 0.11631
H -0.16260 -1.03312 -2.60738
H 0.54333 -3.24918 -2.20054
H -1.02801 -3.01599 -2.97005
H -1.13132 -4.67273 -1.13123
H -2.19853 -3.29692 -0.85062
H -0.97113 -3.96186 1.20608
H -0.68261 -2.30282 0.74460
H 0.83229 -5.65553 0.98545
H 3.28825 -6.02499 0.89835
H 4.76258 -4.08881 0.33072
H 3.70079 -1.89716 -0.16643
O 0.68572 1.08850 -1.89812
S 1.96408 1.78210 -1.61356
O 1.87093 3.18716 -1.36812
O 2.54729 0.99463 -0.49206
C 3.00790 1.61042 -3.04808
C 3.75420 2.73775 -3.37015
C 4.57953 2.73667 -4.48213
C 4.65805 1.60726 -5.28238
C 3.92054 0.47956 -4.96116
C 3.09240 0.47002 -3.84838
S 2.22314 -1.06310 -3.53620
O 2.97959 -2.07634 -4.21572
O 0.85150 -0.89188 -3.99650
O 2.28468 -1.22528 -2.05733
H 3.66636 3.61627 -2.74747
H 5.15347 3.62319 -4.71923
H 5.29562 1.59453 -6.15676
H 3.98544 -0.41803 -5.56091
```